# 1
Computed, not measured: a single C7H5NOS molecule, with ωB97M-V/def2-TZVPD.

```
15
Properties=species:S:1:pos:R:3
H -1.61 -1.75 -1.47
N -0.96 -1.00 -1.43
C 0.55 0.58 -0.56
C -0.06 0.03 2.04
H 1.91 2.06 0.18
H 1.27 1.54 2.59
C -0.44 -0.38 -0.29
C 0.80 1.06 1.75
C 1.14 1.35 0.43
H -1.35 -1.57 1.29
H -0.32 -0.30 3.03
O -0.63 -1.04 -3.69
C -0.38 -0.60 -2.61
C -0.71 -0.71 1.06
S 0.78 0.73 -2.31
```

Values from the calculation:
* structure (SMILES): O=c1[nH]c2ccccc2s1
* LUMO energy: 0.69 eV
* molar mass: 151.19 g/mol
* HOMO energy: -8.60 eV
* ΔE to the lowest compared entry with this formula, charge and spin: 0.0 kcal/mol
* spin multiplicity: 1

# 2
Computed, not measured: a single C7H6 molecule, with ωB97M-V/def2-TZVPD.

```
13
Properties=species:S:1:pos:R:3
H 0.09 -0.47 2.65
C 0.82 -0.32 0.68
H 0.51 1.68 -2.27
H 1.83 0.01 0.92
C -1.29 0.41 -1.06
C -1.87 -0.17 0.05
C 0.22 0.31 -0.55
H 1.94 0.86 -1.59
C -1.51 -0.81 1.09
H -1.70 0.58 -2.01
H 0.07 -2.16 1.88
C 0.95 1.04 -1.47
C -0.07 -0.96 1.70
```

Values from the calculation:
* LUMO energy (alpha / beta): -0.49 / -0.62 eV
* molar mass: 90.12 g/mol
* HOMO energy (alpha / beta): -7.87 / -7.44 eV
* ΔE to the lowest compared entry with this formula, charge and spin: 122.2 kcal/mol
* spin multiplicity: 1

# 3
Computed, not measured: a single C7H6 molecule, with ωB97M-V/def2-TZVPD.

```
13
Properties=species:S:1:pos:R:3
H -0.47 -0.75 2.37
H 0.00 -1.82 -0.56
H -1.92 0.52 0.35
C -0.31 0.90 -1.28
C 1.05 0.84 -0.54
C 0.36 0.17 0.58
C 2.26 1.25 -0.75
C -0.35 -1.13 0.17
H -0.63 1.92 -1.45
C -0.98 0.21 -0.07
C 0.23 -0.92 1.56
H -0.33 0.33 -2.20
H 1.10 -1.50 1.83
```

Values from the calculation:
* LUMO energy: -0.48 eV
* molar mass: 90.12 g/mol
* HOMO energy: -8.75 eV
* ΔE to the lowest compared entry with this formula, charge and spin: 108.4 kcal/mol
* spin multiplicity: 1

- Which value of spin multiplicity does entry 3 give?
  1